1.
{
  "formula": "C30H42F2N3O14PS",
  "method": "wB97M-V/def2-TZVPD",
  "e_homo_ev": -8.18,
  "smiles": "N=[PH2]c1cccc2c1Sc1cccc(N(C(=O)F)C(=O)F)c1N2.CCOC(=O)OC.CCOC(=O)OC.CCOC(=O)OC.CCOC(=O)OC",
  "lumo_ev": -0.503,
  "symbols": ["N", "P", "C", "C", "C", "C", "C", "C", "S", "C", "C", "C", "C", "C", "N", "C", "O", "F", "C", "O", "F", "C", "N", "H", "H", "H", "H", "H", "H", "H", "H", "H", "H", "C", "C", "O", "C", "O", "O", "C", "H", "H", "H", "H", "H", "H", "H", "H", "C", "C", "O", "C", "O", "O", "C", "H", "H", "H", "H", "H", "H", "H", "H", "C", "C", "O", "C", "O", "O", "C", "H", "H", "H", "H", "H", "H", "H", "H", "C", "C", "O", "C", "O", "O", "C", "H", "H", "H", "H", "H", "H", "H", "H"],
  "positions_angstrom": [[-4.102, 0.530, 0.948], [-4.015, 1.263, -0.503], [-2.264, 0.973, -1.140], [-1.957, -0.230, -2.100], [-0.522, -0.521, -2.649], [0.658, 0.428, -2.197], [0.404, 1.611, -1.220], [-1.074, 1.879, -0.716], [-1.224, 3.338, 0.450], [0.308, 3.100, 1.505], [0.291, 3.348, 3.038], [1.611, 3.077, 3.837], [2.853, 2.573, 3.033], [2.908, 2.358, 1.495], [4.068, 1.877, 0.705], [4.301, 0.427, 0.841], [3.765, -0.313, -0.030], [5.029, -0.206, 1.882], [5.288, 2.679, 0.900], [6.207, 2.541, 0.050], [5.524, 3.601, 1.953], [1.582, 2.632, 0.685], [1.529, 2.459, -0.775], [-4.335, 1.238, 1.674], [-4.940, 0.667, -1.421], [-4.260, 2.654, -0.260], [-2.782, -0.957, -2.425], [-0.256, -1.378, -3.360], [1.731, 0.228, -2.550], [-0.647, 3.691, 3.592], [1.636, 3.216, 4.975], [3.798, 2.348, 3.650], [2.405, 2.081, -1.165], [0.621, -4.610, -8.686], [-0.679, -3.932, -8.300], [-1.388, -4.700, -7.319], [-0.927, -4.602, -6.061], [0.008, -3.928, -5.695], [-1.671, -5.406, -5.280], [-1.223, -5.474, -3.927], [0.439, -5.641, -9.001], [1.112, -4.070, -9.498], [1.311, -4.654, -7.839], [-1.329, -3.870, -9.178], [-0.516, -2.910, -7.948], [-1.128, -4.478, -3.488], [-0.272, -6.009, -3.877], [-1.966, -6.033, -3.356], [-1.474, -10.957, -9.758], [-2.203, -10.154, -10.818], [-3.213, -9.324, -10.230], [-2.768, -8.202, -9.639], [-1.615, -7.839, -9.574], [-3.824, -7.562, -9.111], [-3.478, -6.396, -8.363], [-2.183, -11.519, -9.144], [-0.771, -11.655, -10.218], [-0.916, -10.305, -9.082], [-2.718, -10.837, -11.500], [-1.514, -9.557, -11.421], [-2.859, -5.716, -8.951], [-2.966, -6.684, -7.443], [-4.401, -5.879, -8.098], [2.297, 3.475, 11.208], [1.591, 2.963, 9.966], [2.411, 3.135, 8.802], [3.399, 2.239, 8.649], [3.645, 1.317, 9.389], [4.087, 2.563, 7.538], [5.235, 1.746, 7.312], [2.626, 4.508, 11.066], [1.635, 3.428, 12.075], [3.190, 2.885, 11.427], [0.683, 3.550, 9.799], [1.285, 1.920, 10.076], [4.976, 0.685, 7.319], [5.998, 1.961, 8.063], [5.636, 1.995, 6.328], [-3.202, 8.923, 4.883], [-3.421, 7.441, 5.119], [-2.172, 6.749, 5.240], [-1.550, 6.879, 6.425], [-1.952, 7.507, 7.376], [-0.386, 6.208, 6.361], [0.427, 6.342, 7.520], [-2.542, 9.084, 4.027], [-4.152, 9.430, 4.700], [-2.724, 9.395, 5.745], [-3.935, 7.009, 4.256], [-4.051, 7.259, 5.993], [-0.126, 6.080, 8.426], [0.816, 7.360, 7.587], [1.269, 5.655, 7.421]]
}

***

2.
{
  "formula": "C30H42GeN2OPtSb",
  "method": "wB97M-V/def2-TZVPD",
  "e_homo_ev": [-17.23, -17.24],
  "charge": 3,
  "relative_energy_kj_mol": 435.7,
  "lumo_ev": [-11.844, -11.845],
  "symbols": ["Pt", "C", "C", "O", "H", "H", "H", "H", "H", "H", "C", "Ge", "C", "C", "C", "H", "H", "H", "H", "H", "H", "H", "H", "H", "H", "H", "N", "C", "N", "C", "C", "C", "C", "C", "H", "H", "H", "H", "H", "H", "H", "H", "H", "H", "C", "C", "C", "C", "C", "C", "Sb", "C", "C", "C", "C", "C", "C", "C", "C", "C", "C", "C", "C", "H", "H", "H", "H", "H", "H", "H", "H", "H", "H", "H", "H", "H", "H", "H"],
  "positions_angstrom": [[-0.099, 0.993, 0.864], [2.059, 3.327, 1.355], [2.929, 2.671, 0.307], [2.385, 1.356, -0.022], [2.406, 4.339, 1.566], [2.073, 2.757, 2.286], [1.020, 3.403, 0.988], [3.959, 2.572, 0.645], [2.932, 3.244, -0.617], [2.848, 0.683, 0.493], [-0.940, 4.629, 2.956], [-1.655, 2.831, 3.243], [-0.624, 1.651, 4.421], [-3.472, 2.933, 3.955], [-1.745, 1.959, 1.378], [-1.328, 5.257, 3.757], [-1.272, 5.044, 2.005], [0.147, 4.635, 2.999], [-0.657, 2.081, 5.423], [0.420, 1.554, 4.120], [-1.092, 0.667, 4.461], [-3.378, 3.399, 4.937], [-3.906, 1.942, 4.070], [-4.116, 3.549, 3.331], [-1.997, 2.719, 0.620], [-2.585, 1.266, 1.466], [0.593, -0.906, 1.278], [0.326, -1.835, 1.958], [0.087, -2.847, 2.683], [0.819, -3.085, 3.961], [1.694, -4.322, 3.799], [0.831, -5.519, 3.393], [0.089, -5.231, 2.085], [-0.766, -3.975, 2.223], [0.067, -3.263, 4.731], [1.393, -2.199, 4.222], [2.198, -4.511, 4.747], [2.462, -4.134, 3.044], [0.106, -5.729, 4.184], [1.452, -6.406, 3.278], [-0.567, -6.063, 1.826], [0.804, -5.100, 1.267], [-1.526, -4.131, 2.990], [-1.255, -3.701, 1.291], [2.684, -2.298, -5.589], [1.431, -2.684, -5.116], [0.865, -2.040, -4.026], [1.588, -0.998, -3.447], [2.854, -0.608, -3.890], [3.396, -1.271, -4.977], [0.707, 0.151, -1.873], [-1.195, -0.763, -1.721], [-1.316, -2.143, -1.545], [-2.575, -2.715, -1.625], [-3.692, -1.910, -1.849], [-3.561, -0.533, -1.988], [-2.309, 0.059, -1.900], [0.375, 1.980, -2.898], [0.517, 3.212, -2.268], [0.251, 4.364, -2.993], [-0.139, 4.269, -4.323], [-0.301, 3.027, -4.927], [-0.019, 1.862, -4.227], [3.101, -2.796, -6.455], [0.884, -3.487, -5.591], [-0.117, -2.327, -3.685], [3.406, 0.195, -3.418], [4.375, -0.987, -5.337], [-0.446, -2.767, -1.373], [-2.688, -3.786, -1.521], [-4.674, -2.362, -1.901], [-4.430, 0.084, -2.173], [-2.204, 1.132, -2.009], [0.817, 3.278, -1.231], [0.355, 5.334, -2.524], [-0.303, 5.169, -4.901], [-0.639, 2.955, -5.952], [-0.120, 0.899, -4.713]]
}

***

3.
{
  "formula": "C30H42N10O4PYb",
  "method": "wB97M-V/def2-TZVPD",
  "e_homo_ev": [-13.19, -13.20],
  "charge": 2,
  "spin_multiplicity": 2,
  "relative_energy_kj_mol": 0.0,
  "lumo_ev": [-4.658, -4.664],
  "symbols": ["Yb", "C", "C", "C", "C", "C", "H", "H", "H", "H", "H", "C", "N", "C", "C", "N", "N", "C", "N", "N", "H", "H", "H", "H", "H", "H", "H", "H", "H", "H", "H", "C", "C", "O", "N", "C", "C", "C", "C", "C", "C", "N", "H", "H", "H", "H", "H", "H", "H", "H", "H", "H", "C", "O", "P", "O", "C", "O", "C", "H", "H", "H", "H", "H", "H", "H", "H", "H", "N", "C", "C", "C", "C", "C", "C", "C", "N", "C", "C", "N", "C", "H", "H", "H", "H", "H", "H", "H"],
  "positions_angstrom": [[9.263, -19.570, 0.464], [10.966, -21.096, 1.698], [11.598, -20.922, 0.433], [10.830, -21.593, -0.547], [9.754, -22.241, 0.126], [9.833, -21.919, 1.502], [11.414, -20.814, 2.663], [12.583, -20.528, 0.288], [11.050, -21.682, -1.612], [9.011, -22.905, -0.307], [9.197, -22.348, 2.305], [7.326, -14.416, -1.372], [7.151, -15.627, -0.595], [5.822, -15.787, 0.083], [8.115, -16.546, -0.431], [7.871, -17.771, -0.087], [9.422, -16.074, -0.580], [10.537, -16.823, -0.976], [11.534, -16.025, -1.519], [10.576, -18.095, -0.879], [7.565, -13.573, -0.718], [6.416, -14.184, -1.912], [8.121, -14.487, -2.114], [5.502, -14.782, 0.323], [5.974, -16.353, 1.011], [5.082, -16.284, -0.554], [6.925, -18.066, -0.384], [9.590, -15.079, -0.525], [11.213, -15.313, -2.140], [12.329, -16.542, -1.908], [11.379, -18.460, -1.382], [6.060, -22.568, -0.319], [6.297, -21.195, 0.237], [7.229, -20.474, -0.172], [5.499, -20.789, 1.205], [5.564, -19.442, 1.790], [6.582, -19.293, 2.916], [6.097, -18.856, 4.135], [6.968, -18.778, 5.218], [8.289, -19.109, 5.019], [8.699, -19.533, 3.771], [7.879, -19.583, 2.715], [6.517, -22.613, -1.310], [4.999, -22.843, -0.332], [6.579, -23.260, 0.343], [4.705, -21.370, 1.461], [4.570, -19.251, 2.175], [5.714, -18.724, 0.977], [5.051, -18.643, 4.275], [6.640, -18.442, 6.182], [9.027, -19.051, 5.844], [9.729, -19.810, 3.590], [7.260, -18.385, -4.961], [7.869, -18.288, -3.677], [8.788, -19.408, -2.971], [10.161, -19.329, -3.761], [10.285, -19.528, -5.177], [8.029, -20.712, -3.593], [8.489, -22.027, -3.244], [8.002, -18.145, -5.726], [6.473, -17.627, -5.031], [6.870, -19.378, -5.168], [11.300, -19.857, -5.349], [10.176, -18.584, -5.721], [9.590, -20.283, -5.547], [7.678, -22.705, -3.444], [8.812, -22.082, -2.204], [9.332, -22.322, -3.873], [12.787, -11.745, 7.825], [12.523, -12.568, 7.094], [12.256, -13.612, 6.153], [12.997, -14.782, 6.165], [12.809, -15.741, 5.178], [11.774, -15.555, 4.255], [10.999, -14.431, 4.252], [11.247, -13.443, 5.195], [11.585, -16.552, 3.262], [12.575, -17.148, 2.505], [11.963, -18.036, 1.688], [10.569, -17.997, 1.924], [10.401, -17.066, 2.853], [13.734, -14.953, 6.937], [13.416, -16.630, 5.191], [10.205, -14.314, 3.554], [10.666, -12.548, 5.186], [13.604, -16.807, 2.607], [12.447, -18.656, 0.930], [9.506, -16.799, 3.343]]
}

***

4.
{
  "formula": "C30H42N12",
  "method": "wB97M-V/def2-TZVPD",
  "e_homo_ev": -7.59,
  "smiles": "c1cc[nH]c1.c1cc[nH]c1.c1cc[nH]c1.CC#N.CC#N.CC#N.CC#N.CC#N.CC#N.CC#N.CC#N.CC#N",
  "lumo_ev": -0.047,
  "symbols": ["C", "C", "C", "N", "C", "H", "H", "H", "H", "H", "C", "C", "C", "N", "C", "H", "H", "H", "H", "H", "C", "C", "C", "N", "C", "H", "H", "H", "H", "H", "C", "C", "N", "H", "H", "H", "C", "C", "N", "H", "H", "H", "C", "C", "N", "H", "H", "H", "C", "C", "N", "H", "H", "H", "C", "C", "N", "H", "H", "H", "C", "C", "N", "H", "H", "H", "C", "C", "N", "H", "H", "H", "C", "C", "N", "H", "H", "H", "C", "C", "N", "H", "H", "H"],
  "positions_angstrom": [[-5.946, -26.792, -7.865], [-5.466, -25.747, -7.108], [-5.628, -24.661, -7.873], [-6.104, -24.916, -9.106], [-6.397, -26.306, -9.116], [-6.066, -27.769, -7.421], [-5.147, -25.800, -6.078], [-5.254, -23.665, -7.689], [-6.302, -24.249, -9.838], [-6.843, -26.833, -9.945], [-2.329, -21.035, -10.004], [-3.675, -20.908, -9.726], [-3.759, -21.167, -8.330], [-2.583, -21.623, -7.825], [-1.657, -21.463, -8.820], [-1.926, -20.877, -10.994], [-4.509, -20.593, -10.336], [-4.501, -21.111, -7.547], [-2.447, -22.015, -6.904], [-0.611, -21.689, -8.675], [1.038, -21.459, -1.606], [0.783, -20.084, -1.826], [1.663, -19.573, -2.698], [2.478, -20.666, -2.983], [2.263, -21.689, -2.117], [0.403, -22.088, -0.999], [-0.005, -19.489, -1.387], [1.769, -18.614, -3.181], [3.201, -20.603, -3.684], [2.846, -22.589, -2.244], [-7.164, -25.031, 0.228], [-5.879, -25.621, 0.238], [-4.826, -26.085, 0.252], [-7.215, -24.533, -0.740], [-7.401, -24.261, 0.962], [-7.919, -25.815, 0.286], [-6.397, -17.301, -0.369], [-6.227, -16.618, -1.646], [-5.957, -16.059, -2.645], [-6.607, -16.540, 0.383], [-5.429, -17.774, -0.200], [-7.243, -17.988, -0.385], [1.523, -26.309, -2.534], [1.089, -26.991, -1.274], [0.733, -27.621, -0.362], [1.225, -25.264, -2.449], [0.905, -26.664, -3.358], [2.592, -26.474, -2.670], [-4.811, -20.239, 2.962], [-4.259, -20.822, 1.741], [-3.901, -21.445, 0.793], [-4.745, -20.960, 3.777], [-5.768, -19.892, 2.573], [-4.352, -19.285, 3.219], [-2.875, -18.766, -2.874], [-4.184, -19.305, -2.348], [-5.140, -19.783, -1.917], [-2.056, -19.060, -2.218], [-2.913, -17.677, -2.867], [-2.841, -19.036, -3.930], [-4.955, -28.352, -2.256], [-4.805, -29.162, -3.399], [-4.660, -29.874, -4.346], [-4.953, -27.272, -2.401], [-4.110, -28.377, -1.568], [-5.829, -28.627, -1.666], [-6.807, -22.636, -4.161], [-6.294, -23.968, -3.789], [-5.888, -24.998, -3.565], [-6.378, -22.319, -5.112], [-6.776, -21.918, -3.341], [-7.880, -22.731, -4.326], [-2.803, -22.528, -2.489], [-3.307, -22.505, -3.838], [-3.659, -22.497, -4.965], [-3.482, -23.025, -1.795], [-2.747, -21.491, -2.157], [-1.814, -22.985, -2.454], [-1.810, -24.610, 1.572], [-0.865, -23.441, 1.515], [-0.140, -22.566, 1.503], [-2.106, -24.630, 2.621], [-1.228, -25.499, 1.327], [-2.681, -24.574, 0.918]]
}

***

5.
{
  "formula": "C30H42N2O2P2Sr",
  "method": "wB97M-V/def2-TZVPD",
  "e_homo_ev": -6.07,
  "relative_energy_kj_mol": 0.0,
  "lumo_ev": 0.071,
  "symbols": ["P", "P", "C", "C", "H", "H", "H", "H", "C", "H", "H", "H", "C", "H", "H", "H", "C", "H", "H", "H", "C", "H", "H", "H", "Sr", "C", "C", "C", "C", "C", "C", "C", "C", "C", "H", "H", "H", "H", "H", "H", "H", "H", "H", "H", "H", "H", "H", "H", "H", "O", "C", "N", "C", "C", "O", "N", "C", "C", "C", "C", "C", "C", "C", "C", "C", "C", "C", "C", "H", "H", "H", "H", "H", "H", "H", "H", "H", "H", "H"],
  "positions_angstrom": [[0.285, -2.125, -1.439], [0.029, 1.176, -1.536], [-0.033, -1.203, -2.999], [0.477, 0.252, -3.056], [-1.120, -1.223, -3.121], [0.368, -1.799, -3.820], [1.572, 0.248, -3.133], [0.120, 0.781, -3.950], [-1.658, 1.846, -1.721], [-1.919, 2.448, -0.836], [-2.388, 1.024, -1.751], [-1.799, 2.470, -2.611], [1.111, 2.611, -1.263], [1.131, 3.303, -2.114], [2.136, 2.250, -1.080], [0.815, 3.161, -0.352], [-0.774, -3.611, -1.510], [-0.515, -4.289, -0.686], [-0.690, -4.168, -2.449], [-1.824, -3.316, -1.388], [1.950, -2.836, -1.682], [2.694, -2.032, -1.657], [2.045, -3.358, -2.638], [2.192, -3.548, -0.884], [0.109, -0.314, 0.974], [0.658, 1.132, -6.835], [-0.651, 1.199, -6.565], [-1.744, 0.393, -7.205], [-1.312, -0.922, -7.888], [-0.633, -1.894, -6.965], [0.664, -1.982, -6.648], [1.781, -1.135, -7.188], [1.373, 0.224, -7.796], [0.213, -2.586, 1.998], [1.344, 1.843, -6.356], [-1.020, 1.981, -5.888], [-2.273, 1.008, -7.955], [-2.492, 0.148, -6.435], [-2.244, -1.419, -8.199], [-0.755, -0.713, -8.808], [-1.335, -2.637, -6.564], [1.005, -2.810, -6.013], [2.337, -1.697, -7.958], [2.500, -0.946, -6.375], [2.316, 0.740, -8.038], [0.851, 0.080, -8.749], [0.915, -2.259, 2.805], [0.513, -3.556, 1.583], [-0.828, -2.627, 2.396], [0.396, 2.937, 2.221], [0.116, 2.196, 3.160], [-0.055, 2.472, 4.507], [-0.186, 1.241, 5.262], [-0.415, 0.221, 4.168], [-0.828, -0.949, 4.291], [-0.127, 0.830, 3.006], [1.108, 0.921, 6.017], [1.891, -0.201, 5.729], [3.031, -0.468, 6.499], [3.391, 0.391, 7.538], [2.622, 1.531, 7.804], [1.486, 1.804, 7.034], [-1.450, 1.222, 6.073], [-1.474, 0.674, 7.357], [-2.697, 0.572, 8.026], [-3.875, 0.968, 7.389], [-3.847, 1.463, 6.078], [-2.628, 1.584, 5.412], [0.228, 3.379, 4.861], [1.598, -0.900, 4.939], [3.620, -1.361, 6.280], [4.266, 0.179, 8.153], [2.871, 2.222, 8.611], [0.849, 2.671, 7.241], [-0.530, 0.334, 7.794], [-2.688, 0.175, 9.042], [-4.822, 0.883, 7.918], [-4.761, 1.757, 5.563], [-2.590, 1.941, 4.376]]
}

***

Electronic energy, respectively: -90475.672, -103087.860, -95693.825, -49666.540, -58279.283 eV.